Record 1
# C5H11N

2 unconnected molecules or ions with the total composition C5H11N in a non-equilibrium geometry (ωB97M-V with the def2-TZVPD basis set, the Open Molecules 2025 dataset).

```
17
Properties=species:S:1:pos:R:3:nbo_charge:R:1
C -1.35 -0.97 0.10 -0.221
C -0.61 -0.02 1.05 -0.452
C 0.86 0.16 0.73 -0.355
C 0.80 2.10 -1.04 -0.376
C 1.30 1.05 -0.21 -0.309
N -0.92 -2.38 0.37 -0.808
H -2.38 -0.82 0.43 0.181
H -1.34 -0.60 -0.92 0.170
H -0.79 -0.35 2.05 0.213
H -1.11 0.96 1.00 0.195
H 1.59 -0.11 1.49 0.213
H 0.04 -2.22 0.72 0.345
H 1.45 2.76 -1.61 0.224
H -0.20 1.91 -1.48 0.218
H 2.38 0.84 -0.31 0.213
H 0.85 0.38 -1.82 0.206
H -0.56 -2.68 -0.55 0.342
```

Summary:
* total charge: 0
* energy: -251.6387 a.u.
* HOMO energy: -7.6 eV
* HOMO-LUMO gap: 6.6 eV
* energy relative to the best compared isomer or geometry (same formula, charge and spin): 587.72 kJ/mol
* E_LUMO: -1.043 eV



Record 2
# C7H7NO3S2

A single C7H7NO3S2 molecule in a non-equilibrium geometry (ωB97M-V with the def2-TZVPD basis set, the Open Molecules 2025 dataset).

```
20
Properties=species:S:1:pos:R:3:nbo_charge:R:1
C -0.95 -2.10 -0.50 -0.256
C -2.31 -1.78 -0.66 -0.090
C -0.02 -1.13 -0.21 -0.149
C -2.76 -0.52 -0.36 -0.319
C -0.40 0.29 -0.23 -0.095
C -1.84 0.49 -0.19 0.390
C 0.57 1.25 -0.11 -0.425
N 2.86 2.27 0.72 -1.055
O 2.86 -0.20 0.11 -0.923
O 2.73 1.53 -1.56 -0.925
O -2.12 1.78 0.03 -0.505
S -3.62 2.45 -0.10 -0.024
S 2.33 1.09 -0.28 2.300
H -0.70 -3.21 -0.61 0.236
H -3.05 -2.67 -0.98 0.238
H 1.13 -1.42 -0.19 0.276
H -3.76 -0.26 -0.20 0.263
H 0.23 2.27 -0.18 0.251
H 2.67 3.19 0.45 0.415
H 2.76 1.94 1.63 0.397
```

Summary:
* total charge: 0
* energy: -1347.6218 a.u.
* HOMO energy (spin up / spin down): -7.7 / -7.7 eV
* HOMO-LUMO gap (spin up / spin down): 4.9 / 4.9 eV
* energy relative to the best compared isomer or geometry (same formula, charge and spin): 283.06 kJ/mol
* E_LUMO (spin up / spin down): -2.813 / -2.814 eV



Record 3
# C31H74BBrClF3N4O20P5S

5 unconnected molecules or ions with the total composition C31H74BBrClF3N4O20P5S in a non-equilibrium geometry (ωB97M-V with the def2-TZVPD basis set, the Open Molecules 2025 dataset).

```
141
Properties=species:S:1:pos:R:3:mulliken_charge:R:1
C -1.62 5.63 5.31 -0.996
C -0.70 5.84 3.99 -0.434
C -0.70 4.54 3.07 -0.508
C -0.89 4.93 1.53 -0.644
C -2.42 5.32 1.24 -0.595
C -3.40 4.05 1.32 -0.608
C -3.09 2.96 0.20 -0.211
C -3.74 1.53 0.59 -0.660
C -4.09 0.80 -0.78 -0.227
C -4.30 -0.80 -0.63 -0.784
C -3.29 -1.63 -1.54 -0.716
N -1.89 -1.72 -1.01 0.600
B -1.54 -1.73 0.49 0.370
N -1.02 -0.56 1.22 -0.423
O -1.70 -2.98 1.17 -0.533
C -0.92 -1.86 -1.89 -0.312
N 0.52 -2.00 -1.74 -0.230
C 0.76 -3.28 -2.53 0.202
Br -0.10 -4.67 -1.35 0.058
C 2.25 -3.74 -2.80 -1.360
C 3.13 -2.72 -3.66 -0.368
C 3.79 -1.53 -2.79 -0.581
C 5.38 -1.46 -3.03 -0.615
S 6.35 -0.87 -1.58 1.141
O 6.80 0.56 -1.74 -0.600
O 7.59 -1.74 -1.51 -0.518
Cl 5.37 -1.03 0.24 -0.218
C -0.31 -3.15 -3.73 -0.499
P 0.18 -3.48 -5.52 0.465
O -1.11 -3.69 -6.32 -0.677
N -1.07 -1.91 -3.38 0.189
C -0.62 -0.66 -3.96 0.628
F 0.74 -0.60 -4.29 -0.177
F -0.82 0.35 -2.98 -0.259
F -1.32 -0.27 -5.08 -0.251
H -1.06 6.14 6.17 0.312
H -2.64 6.12 5.17 0.237
H -1.75 4.52 5.57 0.290
H -1.11 6.74 3.44 0.285
H 0.39 6.02 4.31 0.346
H -1.49 3.81 3.45 0.186
H 0.31 4.01 3.15 0.307
H -0.27 5.84 1.22 0.324
H -0.52 4.05 0.91 0.279
H -2.79 6.07 2.01 0.273
H -2.52 5.74 0.18 0.376
H -3.28 3.51 2.33 0.247
H -4.49 4.41 1.29 0.262
H -1.98 2.81 -0.01 0.015
H -3.56 3.32 -0.78 0.224
H -3.07 0.95 1.29 0.358
H -4.71 1.72 1.14 0.360
H -5.08 1.27 -1.15 0.026
H -3.32 1.04 -1.59 0.290
H -5.34 -0.99 -1.08 0.218
H -4.38 -1.14 0.45 0.452
H -3.34 -1.14 -2.58 0.311
H -3.69 -2.69 -1.71 0.340
H -1.10 0.31 0.68 0.154
H -0.03 -0.74 1.44 0.304
H -0.91 -3.03 1.76 0.339
H 0.91 -2.28 -0.84 0.539
H 2.24 -4.79 -3.21 0.495
H 2.76 -3.81 -1.77 0.464
H 4.02 -3.33 -4.07 0.506
H 2.62 -2.28 -4.56 0.099
H 3.48 -1.60 -1.71 0.278
H 3.35 -0.55 -3.20 0.222
H 5.84 -2.46 -3.35 0.410
H 5.61 -0.73 -3.88 0.361
H -1.07 -3.98 -3.50 0.539
H 1.05 -2.48 -6.07 0.114
H 0.88 -4.75 -5.50 0.123
C 13.45 -2.77 2.06 -0.388
O 12.49 -1.76 1.84 -0.478
P 12.16 -1.30 0.22 1.279
O 12.22 -2.74 -0.27 -0.594
O 13.63 -0.58 0.10 -0.356
C 13.94 0.47 1.01 -0.675
O 11.79 -0.78 -1.38 -0.331
C 10.40 -0.52 -1.59 -0.693
H 13.79 -2.70 3.10 0.293
H 13.00 -3.76 1.91 -0.076
H 14.32 -2.65 1.40 0.340
H 14.66 0.10 1.75 0.244
H 13.05 0.82 1.55 0.330
H 14.37 1.31 0.47 0.253
H 10.07 0.28 -0.94 0.331
H 9.81 -1.42 -1.41 0.313
H 10.26 -0.21 -2.63 0.325
C -11.05 -1.80 -1.68 -0.586
O -10.72 -0.77 -2.60 -0.462
P -9.35 0.20 -2.25 1.068
O -8.56 -1.00 -1.75 -0.638
O -10.16 0.92 -1.00 -0.231
C -11.36 1.61 -1.31 -0.402
O -7.98 1.20 -1.94 -0.106
C -7.22 1.51 -3.11 -0.930
H -12.09 -2.08 -1.85 0.245
H -10.43 -2.68 -1.86 0.223
H -10.95 -1.47 -0.65 0.307
H -12.21 1.02 -0.94 0.274
H -11.48 1.76 -2.39 0.382
H -11.36 2.58 -0.82 -0.073
H -7.83 2.07 -3.82 0.404
H -6.85 0.60 -3.57 0.408
H -6.38 2.14 -2.81 0.217
C -8.90 3.97 1.79 -0.617
O -9.14 5.37 1.90 -0.481
P -10.34 5.86 3.03 1.139
O -9.92 4.84 4.08 -0.617
O -11.53 5.26 2.06 -0.332
C -11.62 5.77 0.73 -0.552
O -11.54 6.51 4.08 -0.246
C -11.14 7.71 4.74 -0.764
H -8.39 3.78 0.84 0.204
H -8.24 3.64 2.59 0.261
H -9.82 3.40 1.81 0.365
H -11.26 5.01 0.04 0.054
H -11.02 6.67 0.60 0.346
H -12.66 5.99 0.51 0.288
H -10.94 8.50 4.00 0.334
H -10.25 7.54 5.35 0.346
H -11.95 8.05 5.38 0.234
C 9.55 -4.04 1.09 -0.572
O 9.13 -5.36 0.77 -0.475
P 8.88 -6.46 2.07 1.111
O 8.21 -5.43 2.97 -0.632
O 10.50 -6.55 2.35 -0.343
C 11.34 -6.94 1.27 -0.570
O 8.62 -7.71 3.22 -0.248
C 7.50 -8.54 2.93 -0.772
H 9.99 -3.60 0.20 0.154
H 8.69 -3.44 1.39 0.286
H 10.30 -4.04 1.89 0.334
H 11.89 -6.06 0.92 0.101
H 10.77 -7.36 0.44 0.325
H 12.05 -7.69 1.63 0.302
H 7.64 -9.05 1.97 0.335
H 6.58 -7.95 2.90 0.335
H 7.41 -9.30 3.71 0.235
```

Summary:
* total charge: +1
* energy: -8412.3177 a.u.
* HOMO energy: -10.5 eV
* HOMO-LUMO gap: 5.9 eV
* E_LUMO: -4.626 eV



Record 4
# C3H9OS

2 unconnected molecules or ions with the total composition C3H9OS in a non-equilibrium geometry (ωB97M-V with the def2-TZVPD basis set, the Open Molecules 2025 dataset).

```
14
Properties=species:S:1:pos:R:3:nbo_charge:R:1
C 1.70 -2.36 1.57 -0.758
S 0.12 -1.85 0.79 -0.724
H 1.85 -1.63 2.44 0.180
H 1.68 -3.49 1.89 0.179
H 2.51 -2.10 0.79 0.181
C -0.62 2.20 -0.53 -0.057
O -0.69 0.81 -0.79 -0.789
C -0.82 2.84 -1.84 -0.611
H -1.39 2.45 0.12 0.143
H 0.23 2.61 0.06 0.145
H -0.50 0.12 -0.11 0.522
H -0.71 3.91 -1.77 0.186
H 0.02 2.66 -2.55 0.197
H -1.65 2.58 -2.41 0.207
```

Summary:
* total charge: -1
* energy: -593.1130 a.u.
* HOMO energy: -2.3 eV
* HOMO-LUMO gap: 6.1 eV
* energy relative to the best compared isomer or geometry (same formula, charge and spin): 157.10 kJ/mol
* E_LUMO: 3.746 eV



Record 5
# C8H9BeNS2

A molecular structure, C8H9BeNS2 in a non-equilibrium geometry (ωB97M-V with the def2-TZVPD basis set, the Open Molecules 2025 dataset).

```
21
Properties=species:S:1:pos:R:3:nbo_charge:R:1
Be 1.82 0.85 0.30 1.401
C 3.57 -0.57 -0.28 -1.108
H 2.63 -0.75 -1.12 0.271
H 4.41 0.19 -0.61 0.251
H 3.80 -1.59 -0.20 0.247
H 4.18 -0.62 0.75 0.291
H 2.80 0.14 1.31 -0.554
S 1.82 2.95 -0.49 -0.164
C 0.38 2.18 -0.37 -0.208
N 0.29 0.80 -0.05 -0.852
C -0.89 0.10 -0.07 0.127
C -1.09 -1.22 0.32 -0.229
C -2.41 -1.70 0.45 -0.195
C -3.47 -0.75 0.15 -0.219
C -3.24 0.62 -0.23 -0.218
C -1.93 1.04 -0.34 -0.193
S -1.23 2.66 -0.66 0.431
H -0.21 -1.82 0.58 0.233
H -2.64 -2.74 0.76 0.233
H -4.50 -1.11 0.23 0.220
H -4.09 1.33 -0.45 0.233
```

Summary:
* total charge: 0
* energy: -1175.9679 a.u.
* HOMO energy: -7.0 eV
* HOMO-LUMO gap: 7.0 eV
* energy relative to the best compared isomer or geometry (same formula, charge and spin): 0.00 kJ/mol
* E_LUMO: 0.061 eV



Record 6
# C5H5FO2

A single C5H5FO2 molecule in a non-equilibrium geometry (ωB97M-V with the def2-TZVPD basis set, the Open Molecules 2025 dataset).

```
13
Properties=species:S:1:pos:R:3:nbo_charge:R:1
O -1.51 1.47 -1.33 -0.505
C -1.35 1.00 -0.22 0.406
C -0.47 -0.20 -0.12 -0.327
C 0.53 -0.60 0.93 -0.441
C 1.04 0.17 -0.15 0.236
F 1.75 -0.62 -1.08 -0.341
C 1.57 1.56 -0.07 0.411
O 1.37 2.35 0.84 -0.496
H -1.54 1.67 0.67 0.144
H -0.71 -0.89 -0.92 0.258
H 0.40 -0.43 2.06 0.260
H 0.77 -1.67 0.81 0.255
H 2.25 1.76 -0.93 0.139
```

Summary:
* total charge: 0
* SMILES: O=C[C@@H]1C[C@]1(F)C=O
* energy: -443.7803 a.u.
* HOMO energy: -10.2 eV
* HOMO-LUMO gap: 10.3 eV
* energy relative to the best compared isomer or geometry (same formula, charge and spin): 193.98 kJ/mol
* E_LUMO: 0.006 eV



Molecular weight readings, ordered: 85.15; 217.27; 1193.04; 93.17; 192.31; 116.09 g/mol